1.
{
  "formula": "C49H45N3O3P2Zn",
  "method": "ωB97M-V/def2-TZVPD",
  "species": ["Zn", "O", "C", "C", "C", "C", "C", "C", "C", "N", "N", "C", "O", "C", "C", "C", "C", "C", "C", "H", "H", "H", "H", "H", "H", "H", "H", "H", "H", "C", "N", "C", "P", "C", "C", "C", "C", "C", "C", "C", "C", "C", "C", "C", "C", "C", "C", "C", "C", "C", "C", "P", "C", "C", "C", "C", "C", "C", "C", "C", "C", "C", "C", "C", "H", "H", "H", "H", "H", "H", "H", "H", "H", "H", "H", "H", "H", "H", "H", "H", "H", "H", "H", "H", "H", "H", "H", "H", "H", "H", "H", "H", "H", "C", "C", "C", "O", "H", "H", "H", "H", "H", "H"],
  "xyz": [[-0.1396, 1.4267, 1.2890], [1.8049, 1.5282, 0.9719], [2.7412, 1.2062, 1.8359], [4.0439, 0.9697, 1.3489], [5.0874, 0.6215, 2.1788], [4.8914, 0.4981, 3.5540], [3.6312, 0.7346, 4.0592], [2.5452, 1.0795, 3.2432], [1.2738, 1.3033, 3.9191], [0.1702, 1.4819, 3.3066], [-0.9812, 1.6828, 4.0362], [-1.9402, 2.0991, 3.2356], [-1.8238, 2.3394, 1.9777], [-3.2907, 2.2707, 3.8469], [-4.3503, 2.6729, 3.0427], [-5.6272, 2.7892, 3.5734], [-5.8522, 2.5012, 4.9114], [-4.7939, 2.1020, 5.7199], [-3.5186, 1.9881, 5.1918], [4.1935, 1.0705, 0.2808], [6.0687, 0.4450, 1.7545], [5.7083, 0.2299, 4.2096], [3.4571, 0.6538, 5.1269], [1.2710, 1.3194, 5.0104], [-4.1568, 2.8791, 1.9988], [-6.4486, 3.1016, 2.9405], [-6.8486, 2.5901, 5.3263], [-4.9658, 1.8804, 6.7658], [-2.6855, 1.6739, 5.8054], [0.8468, -0.3653, -1.8232], [-0.0802, -1.4725, -1.6839], [-1.3309, -1.1646, -1.0358], [-1.0860, -0.7508, 0.7655], [-2.7372, -0.8617, 1.5027], [-3.8853, -0.5445, 0.7821], [-5.1213, -0.5303, 1.4124], [-5.2178, -0.8191, 2.7652], [-4.0750, -1.1272, 3.4897], [-2.8390, -1.1484, 2.8636], [-0.1657, -2.1851, 1.3687], [-0.6995, -3.4729, 1.3094], [0.0696, -4.5582, 1.6880], [1.3732, -4.3644, 2.1348], [1.9056, -3.0874, 2.2048], [1.1360, -1.9969, 1.8181], [0.3530, -2.8062, -1.7954], [-0.5276, -3.7805, -2.2738], [-0.1320, -5.1029, -2.3757], [1.1585, -5.4819, -2.0291], [2.0433, -4.5155, -1.5767], [1.6482, -3.1920, -1.4522], [0.2922, 0.6305, -3.2975], [1.6671, 1.8329, -3.4305], [1.9295, 2.4282, -4.6661], [2.8980, 3.4109, -4.7906], [3.6204, 3.8237, -3.6772], [3.3660, 3.2418, -2.4451], [2.3962, 2.2524, -2.3173], [0.7552, -0.6148, -4.5622], [2.0704, -1.0174, -4.7911], [2.3463, -2.0631, -5.6561], [1.3085, -2.7239, -6.3034], [-0.0018, -2.3271, -6.0909], [-0.2742, -1.2746, -5.2257], [1.8506, -0.7360, -2.0191], [0.9018, 0.2517, -0.9206], [-2.0158, -2.0080, -1.1064], [-1.8011, -0.3021, -1.5176], [-3.8242, -0.2937, -0.2701], [-6.0085, -0.2781, 0.8458], [-6.1800, -0.7880, 3.2594], [-4.1431, -1.3351, 4.5494], [-1.9478, -1.3715, 3.4385], [-1.7156, -3.6244, 0.9629], [-0.3411, -5.5577, 1.6287], [1.9726, -5.2171, 2.4275], [2.9180, -2.9306, 2.5548], [1.5570, -0.9998, 1.8586], [-1.5224, -3.4900, -2.5882], [-0.8324, -5.8392, -2.7497], [1.4702, -6.5141, -2.1169], [3.0511, -4.7927, -1.2931], [2.3432, -2.4671, -1.0493], [1.3731, 2.1121, -5.5416], [3.0898, 3.8558, -5.7589], [4.3781, 4.5906, -3.7734], [3.9249, 3.5490, -1.5692], [2.2213, 1.8296, -1.3340], [2.8840, -0.5082, -4.2860], [3.3711, -2.3701, -5.8222], [1.5252, -3.5465, -6.9728], [-0.8130, -2.8376, -6.5943], [-1.2991, -0.9663, -5.0520], [-0.6181, 4.1052, -2.2286], [-0.1934, 3.5350, -0.9104], [0.5362, 4.4232, 0.0486], [-0.4806, 2.3821, -0.6215], [0.2159, 4.6196, -2.7070], [-1.4011, 4.8467, -2.0457], [-1.0058, 3.3192, -2.8714], [1.1583, 5.1452, -0.4780], [1.1385, 3.8258, 0.7307], [-0.2128, 4.9731, 0.6262]],
  "forces_ev_per_angstrom": [[0.0, 0.1, 0.0], [0.1, 0.0, 0.0], [0.0, 0.1, 0.0], [0.0, 0.0, 0.0], [0.0, 0.0, 0.0], [0.0, 0.0, 0.0], [0.0, 0.0, 0.0], [0.0, 0.0, 0.0], [0.1, 0.0, 0.0], [0.1, 0.0, 0.0], [0.0, 0.0, 0.0], [0.0, 0.0, -0.1], [0.0, 0.0, 0.1], [0.0, 0.0, 0.0], [0.0, 0.0, 0.0], [0.0, 0.0, 0.0], [0.0, 0.0, 0.0], [0.0, 0.0, 0.0], [0.0, 0.0, 0.0], [0.0, 0.0, 0.0], [0.0, 0.0, 0.0], [0.0, 0.0, 0.0], [0.0, 0.0, 0.0], [0.0, 0.0, 0.0], [0.0, 0.0, 0.0], [0.0, 0.0, 0.0], [0.0, 0.0, 0.0], [0.0, 0.0, 0.0], [0.0, 0.0, 0.0], [0.0, 0.0, 0.0], [0.0, 0.0, 0.1], [0.0, 0.0, 0.0], [0.0, 0.0, -0.1], [0.0, 0.0, 0.1], [0.0, 0.0, 0.0], [0.0, 0.0, 0.0], [0.0, 0.0, 0.0], [0.0, 0.0, 0.0], [0.0, 0.0, 0.0], [0.0, 0.0, 0.0], [0.0, 0.0, 0.0], [0.0, 0.0, 0.0], [0.0, 0.0, 0.0], [0.0, 0.0, 0.0], [0.0, 0.0, 0.0], [0.0, 0.0, 0.0], [0.0, 0.0, 0.0], [0.0, 0.0, 0.0], [0.0, 0.0, 0.0], [0.0, 0.0, 0.0], [0.0, 0.0, 0.0], [0.1, 0.0, -0.1], [0.0, 0.0, 0.0], [0.0, 0.0, 0.0], [0.0, 0.0, 0.0], [0.0, 0.0, 0.0], [0.0, 0.0, 0.0], [0.0, 0.0, 0.0], [0.0, 0.0, 0.0], [0.0, 0.0, 0.0], [0.0, 0.0, 0.0], [0.0, 0.0, 0.0], [0.0, 0.0, 0.0], [0.0, 0.0, 0.0], [0.0, 0.0, 0.0], [0.0, 0.0, -0.1], [0.0, 0.0, 0.0], [0.0, 0.0, 0.0], [0.0, 0.0, 0.0], [0.0, 0.0, 0.0], [0.0, 0.0, 0.0], [0.0, 0.0, 0.0], [0.0, 0.0, 0.0], [0.0, 0.0, 0.0], [0.0, 0.0, 0.0], [0.0, 0.0, 0.0], [0.0, 0.0, 0.0], [0.0, 0.0, 0.0], [0.0, 0.0, 0.0], [0.0, 0.0, 0.0], [0.0, 0.0, 0.0], [0.0, 0.0, 0.0], [0.0, 0.0, 0.0], [0.0, 0.0, 0.0], [0.0, 0.0, 0.0], [0.0, 0.0, 0.0], [0.0, 0.0, 0.0], [0.0, 0.0, 0.0], [0.0, 0.0, 0.0], [0.0, 0.0, 0.0], [0.0, 0.0, 0.0], [0.0, 0.0, 0.0], [0.0, 0.0, 0.0], [0.0, 0.0, 0.0], [0.0, 0.1, 0.0], [0.0, 0.0, 0.0], [0.0, 0.0, 0.0], [0.0, 0.0, 0.0], [0.0, 0.0, 0.0], [0.0, 0.0, 0.0], [0.0, 0.0, 0.0], [0.0, 0.0, 0.0], [0.0, 0.0, 0.0]],
  "energy_ha": -4746.337333,
  "spin_multiplicity": 1,
  "relative_energy_ev": 0.000,
  "gap_ev": 7.75
}



2.
{
  "formula": "C7H15N4",
  "method": "ωB97M-V/def2-TZVPD",
  "species": ["C", "C", "C", "C", "C", "C", "C", "N", "N", "N", "N", "H", "H", "H", "H", "H", "H", "H", "H", "H", "H", "H", "H", "H", "H", "H"],
  "xyz": [[0.3137, 1.9582, -1.3989], [-0.9735, 1.7360, -0.4694], [1.3285, 1.1261, -1.1019], [0.3998, 0.4054, 1.0456], [-1.8397, -1.8364, 0.9462], [-0.1828, -1.5257, -1.0506], [-0.6044, -2.0475, 0.1294], [-0.6022, 1.2560, 0.8493], [1.3358, 0.3449, 0.0824], [2.3711, 0.8882, -1.8816], [0.4273, -0.1819, 2.1946], [0.2564, 2.4043, -2.2710], [-1.4577, 2.7601, -0.3766], [-1.7874, -0.9173, 1.6182], [-2.1112, -2.6155, 1.5051], [-2.7797, -1.4984, 0.4977], [-1.7198, 0.9881, -0.9317], [-0.8919, -0.9919, -1.6256], [0.7801, -1.8541, -1.3917], [0.0994, -2.4406, 0.7568], [-1.3140, 1.3314, 1.5807], [2.0945, -0.3066, 0.2232], [2.4322, 1.1262, -2.8873], [3.2916, 0.5306, -1.5294], [1.2444, -0.7745, 2.4814], [-0.1104, 0.1350, 3.0053]],
  "forces_ev_per_angstrom": [[-6.0, 0.1, 4.7], [0.2, 1.1, -1.8], [4.0, -4.7, 3.9], [0.1, 2.0, -2.6], [-0.7, 5.0, -1.7], [-1.5, -2.3, 2.2], [-1.1, 2.3, -1.7], [-1.6, 1.4, -0.2], [0.3, 1.4, -0.4], [3.3, -0.4, -2.3], [2.4, -3.2, 4.5], [-0.5, 2.3, -4.1], [0.3, -1.4, -0.1], [0.7, -1.4, -0.3], [-0.7, -3.3, 2.3], [0.2, -0.5, -1.1], [1.1, 1.3, 0.3], [-0.3, 0.4, -1.0], [0.2, 0.4, -0.5], [2.1, -1.8, 1.1], [0.5, 0.0, -0.6], [-0.1, 0.1, -0.2], [-0.5, -0.1, 1.1], [-1.5, 0.5, -0.3], [-1.3, 1.0, -0.6], [0.3, 0.0, -0.8]],
  "energy_ha": -494.311183,
  "spin_multiplicity": 3,
  "charge": 1,
  "relative_energy_ev": 3.200,
  "gap_ev": [5.43, 7.08]
}



3.
{
  "formula": "C10H17N2O8P2Rh",
  "method": "ωB97M-V/def2-TZVPD",
  "species": ["Rh", "C", "C", "O", "N", "C", "C", "C", "C", "C", "C", "N", "H", "H", "H", "H", "H", "H", "H", "H", "H", "H", "C", "C", "O", "P", "O", "O", "O", "P", "O", "O", "O", "H", "H", "H", "H", "H", "H", "H"],
  "xyz": [[-0.2642, 0.1005, -0.0337], [-1.3871, -2.5935, -3.2516], [-0.5672, -2.2483, -2.0512], [-1.0615, -1.5399, -1.1407], [0.6756, -2.7209, -1.9919], [1.6077, -2.4599, -0.9014], [2.4098, -1.2006, -1.1424], [3.7148, -1.2430, -1.6043], [4.3857, -0.0541, -1.8518], [3.7287, 1.1477, -1.6436], [2.4271, 1.1151, -1.1783], [1.7922, -0.0324, -0.9259], [-2.4335, -2.6614, -2.9652], [-1.0692, -3.5222, -3.7204], [-1.2996, -1.7823, -3.9779], [1.0142, -3.2610, -2.7730], [2.2723, -3.3143, -0.8057], [1.0398, -2.3609, 0.0248], [4.2023, -2.1955, -1.7635], [5.4081, -0.0682, -2.2048], [4.2161, 2.0930, -1.8342], [1.8728, 2.0285, -1.0087], [-3.5426, 1.9162, 2.8627], [-2.1120, 1.8279, 2.3955], [-1.3861, 2.8388, 2.9600], [-1.2723, 0.1842, 2.7649], [-1.2410, 0.0485, 4.3143], [-2.0749, -0.9999, 2.0960], [0.0900, 0.2243, 2.1383], [-1.4163, 2.7446, -0.1887], [-0.1307, 3.3908, 0.5331], [-2.0466, 1.7668, 0.9402], [-0.9388, 1.7984, -1.2563], [-3.5851, 1.7476, 3.9374], [-4.1689, 1.1984, 2.3354], [-3.9117, 2.9238, 2.6673], [-0.4364, 2.7564, 2.7968], [-1.6195, -0.6881, 4.8147], [-2.9863, -1.2134, 2.3489], [0.0946, 4.3081, 0.2854]],
  "forces_ev_per_angstrom": [[1.3, -0.9, -0.7], [-0.1, 0.0, 0.0], [0.1, -0.2, -0.1], [-0.1, 0.2, 0.1], [0.0, 0.1, 0.1], [0.0, 0.3, 0.0], [0.2, -0.1, -0.1], [-0.1, 0.0, 0.0], [0.0, 0.0, 0.0], [0.0, 0.0, 0.0], [0.2, 0.0, -0.1], [-0.6, 0.1, 0.3], [0.0, 0.0, 0.0], [0.0, 0.0, 0.0], [0.0, 0.0, 0.0], [-0.1, -0.1, 0.0], [0.0, 0.0, 0.0], [0.0, -0.1, 0.0], [0.0, 0.0, 0.0], [0.0, 0.0, 0.0], [0.0, 0.0, 0.0], [0.0, 0.0, 0.0], [0.1, 0.1, -0.2], [0.3, -0.7, 1.0], [-0.2, 0.1, -0.2], [-0.3, 0.1, 0.4], [-0.1, 0.2, 0.0], [-0.1, 0.0, 0.1], [-0.3, 0.0, -0.4], [0.6, -0.7, 0.6], [-0.5, 0.5, -0.2], [-0.2, 0.9, -0.7], [-0.4, 0.4, 0.0], [0.0, 0.0, 0.0], [0.0, 0.0, 0.0], [0.0, 0.0, 0.0], [0.1, 0.0, 0.0], [0.1, 0.0, -0.1], [0.1, 0.1, 0.0], [-0.1, -0.2, 0.1]],
  "energy_ha": -1895.528937,
  "spin_multiplicity": 5,
  "charge": 2,
  "relative_energy_ev": 0.638,
  "gap_ev": [10.46, 6.65]
}



Question: Which formula does entry 1 have?
Answer: C49H45N3O3P2Zn



Please write out number 2 again, unchanged.
{
  "formula": "C7H15N4",
  "method": "ωB97M-V/def2-TZVPD",
  "species": ["C", "C", "C", "C", "C", "C", "C", "N", "N", "N", "N", "H", "H", "H", "H", "H", "H", "H", "H", "H", "H", "H", "H", "H", "H", "H"],
  "xyz": [[0.3137, 1.9582, -1.3989], [-0.9735, 1.7360, -0.4694], [1.3285, 1.1261, -1.1019], [0.3998, 0.4054, 1.0456], [-1.8397, -1.8364, 0.9462], [-0.1828, -1.5257, -1.0506], [-0.6044, -2.0475, 0.1294], [-0.6022, 1.2560, 0.8493], [1.3358, 0.3449, 0.0824], [2.3711, 0.8882, -1.8816], [0.4273, -0.1819, 2.1946], [0.2564, 2.4043, -2.2710], [-1.4577, 2.7601, -0.3766], [-1.7874, -0.9173, 1.6182], [-2.1112, -2.6155, 1.5051], [-2.7797, -1.4984, 0.4977], [-1.7198, 0.9881, -0.9317], [-0.8919, -0.9919, -1.6256], [0.7801, -1.8541, -1.3917], [0.0994, -2.4406, 0.7568], [-1.3140, 1.3314, 1.5807], [2.0945, -0.3066, 0.2232], [2.4322, 1.1262, -2.8873], [3.2916, 0.5306, -1.5294], [1.2444, -0.7745, 2.4814], [-0.1104, 0.1350, 3.0053]],
  "forces_ev_per_angstrom": [[-6.0, 0.1, 4.7], [0.2, 1.1, -1.8], [4.0, -4.7, 3.9], [0.1, 2.0, -2.6], [-0.7, 5.0, -1.7], [-1.5, -2.3, 2.2], [-1.1, 2.3, -1.7], [-1.6, 1.4, -0.2], [0.3, 1.4, -0.4], [3.3, -0.4, -2.3], [2.4, -3.2, 4.5], [-0.5, 2.3, -4.1], [0.3, -1.4, -0.1], [0.7, -1.4, -0.3], [-0.7, -3.3, 2.3], [0.2, -0.5, -1.1], [1.1, 1.3, 0.3], [-0.3, 0.4, -1.0], [0.2, 0.4, -0.5], [2.1, -1.8, 1.1], [0.5, 0.0, -0.6], [-0.1, 0.1, -0.2], [-0.5, -0.1, 1.1], [-1.5, 0.5, -0.3], [-1.3, 1.0, -0.6], [0.3, 0.0, -0.8]],
  "energy_ha": -494.311183,
  "spin_multiplicity": 3,
  "charge": 1,
  "relative_energy_ev": 3.200,
  "gap_ev": [5.43, 7.08]
}